Record 1
{"formula": "C22H39FNO11", "method": "the ωB97M-V functional and the def2-TZVPD basis", "charge": 1, "gap_ha": 0.34133, "elements": ["C", "N", "O", "C", "C", "F", "C", "O", "C", "C", "C", "C", "C", "C", "H", "H", "H", "H", "H", "H", "H", "H", "H", "H", "H", "H", "H", "H", "H", "C", "C", "O", "C", "O", "O", "C", "H", "H", "H", "H", "H", "H", "H", "H", "C", "C", "O", "C", "O", "O", "C", "H", "H", "H", "H", "H", "H", "H", "H", "C", "C", "O", "C", "O", "O", "C", "H", "H", "H", "H", "H", "H", "H", "H"], "coordinates": [[6.6007, 2.5757, -0.0634], [5.8083, 1.9450, -1.1743], [6.3924, 2.2483, -2.4144], [5.6937, 0.4747, -0.9924], [6.9976, -0.2939, -1.1414], [7.5151, -0.1809, -2.3935], [4.4384, 2.5921, -1.1489], [3.6389, 1.9825, -2.0961], [2.3615, 1.6929, -1.6016], [1.4571, 2.7288, -1.4100], [0.1942, 2.4564, -0.8938], [-0.1729, 1.1510, -0.5852], [0.7308, 0.1097, -0.8040], [1.9945, 0.3869, -1.3105], [6.2346, 2.1961, 0.8834], [6.4392, 3.6507, -0.1296], [7.6600, 2.3821, -0.2056], [7.0281, 2.9608, -2.2747], [5.3428, 0.3181, 0.0277], [4.9473, 0.0543, -1.6591], [7.7515, -0.0334, -0.3973], [6.7534, -1.3462, -0.9802], [4.0199, 2.5223, -0.1439], [4.6047, 3.6389, -1.4099], [1.7302, 3.7434, -1.6694], [-0.5009, 3.2654, -0.7242], [-1.1565, 0.9260, -0.2003], [0.4430, -0.9067, -0.5813], [2.6905, -0.4242, -1.4850], [-6.5944, 2.1419, -0.1525], [-5.5888, 1.4994, 0.7782], [-4.2988, 2.1212, 0.6722], [-4.1586, 3.2762, 1.3201], [-4.9887, 3.8296, 1.9859], [-2.9149, 3.7134, 1.0969], [-2.6279, 4.9885, 1.6763], [-6.2152, 2.1513, -1.1752], [-7.5350, 1.5926, -0.1308], [-6.7923, 3.1735, 0.1371], [-5.4332, 0.4580, 0.5001], [-5.9325, 1.5176, 1.8125], [-2.8706, 5.0004, 2.7363], [-3.1785, 5.7709, 1.1565], [-1.5612, 5.1552, 1.5505], [0.1942, -4.8992, 4.5850], [0.9110, -3.8013, 3.8288], [0.0660, -3.2126, 2.8277], [-0.8224, -2.3244, 3.2780], [-0.9552, -1.9655, 4.4160], [-1.5473, -1.9136, 2.2356], [-2.6095, -1.0164, 2.5677], [-0.2112, -5.6372, 3.8916], [0.8797, -5.3988, 5.2690], [-0.6364, -4.4972, 5.1639], [1.7608, -4.2123, 3.2857], [1.2857, -3.0301, 4.5014], [-2.2436, -0.1683, 3.1427], [-3.3853, -1.5418, 3.1222], [-3.0241, -0.6589, 1.6286], [-3.2007, -1.8075, -4.4797], [-3.9423, -2.7851, -3.5928], [-3.0584, -3.7748, -3.0457], [-2.3383, -3.3829, -1.9998], [-2.3786, -2.2995, -1.4725], [-1.5548, -4.3983, -1.6338], [-0.6658, -4.0908, -0.5590], [-2.6408, -2.3410, -5.2487], [-3.9015, -1.1273, -4.9634], [-2.4902, -1.2160, -3.9022], [-4.6742, -3.3412, -4.1751], [-4.4743, -2.2750, -2.7902], [-1.2010, -3.6780, 0.2927], [0.0992, -3.3915, -0.8982], [-0.1884, -5.0200, -0.2607]], "atomic_forces_ev_per_a": [[-0.03, 0.20, -0.35], [0.11, 0.75, 0.78], [-0.31, -0.48, -0.27], [0.47, -0.90, 0.03], [-0.27, -0.34, 0.39], [0.25, 0.11, -0.41], [-0.55, 0.25, -0.72], [0.28, -0.05, 0.36], [-1.02, -0.09, 0.19], [0.07, -0.02, 0.03], [0.09, -0.23, 0.07], [0.32, -0.20, -0.17], [-0.16, 0.54, -0.02], [0.32, -0.13, -0.05], [0.07, -0.01, 0.07], [-0.05, 0.01, 0.08], [-0.03, -0.29, 0.02], [0.11, 0.16, 0.10], [-0.12, 0.12, 0.02], [0.03, 0.45, -0.29], [0.08, 0.24, -0.07], [-0.08, 0.00, 0.12], [0.17, -0.20, 0.11], [0.23, 0.01, 0.05], [0.04, 0.03, -0.03], [-0.08, 0.03, -0.04], [-0.07, 0.08, 0.04], [-0.02, -0.07, 0.00], [0.03, 0.00, -0.04], [0.09, 0.24, -0.05], [-0.48, -0.23, -0.05], [0.16, -0.11, 0.04], [0.00, -0.13, -0.13], [-0.04, 0.06, 0.07], [0.16, 0.04, -0.01], [0.11, 0.17, 0.07], [-0.02, -0.11, 0.00], [0.01, -0.03, 0.01], [-0.03, -0.04, 0.07], [0.19, 0.04, -0.03], [0.09, 0.16, 0.02], [-0.10, 0.00, -0.02], [-0.07, -0.01, 0.07], [0.00, -0.11, -0.07], [-0.23, 0.05, -0.03], [0.23, -0.27, 0.29], [0.12, 0.08, -0.13], [-0.12, -0.12, -0.09], [0.04, 0.07, 0.06], [0.08, 0.03, -0.05], [-0.26, 0.21, -0.09], [0.10, -0.04, -0.01], [0.03, 0.00, -0.02], [0.06, 0.05, 0.04], [-0.08, 0.06, -0.15], [-0.14, 0.07, -0.01], [0.03, -0.08, 0.09], [0.06, 0.03, 0.11], [0.11, -0.11, -0.08], [0.23, -0.01, 0.08], [-0.26, 0.27, -0.26], [-0.03, -0.05, 0.08], [0.01, -0.13, -0.11], [0.06, 0.09, 0.06], [0.01, 0.05, 0.01], [0.11, -0.05, 0.26], [-0.09, -0.02, -0.05], [-0.03, -0.02, 0.00], [-0.07, 0.02, 0.04], [0.09, -0.15, 0.05], [0.12, -0.01, 0.08], [0.01, 0.11, -0.06], [-0.05, 0.07, 0.04], [-0.08, -0.08, -0.16]]}

***

Record 2
{"formula": "C37H37BrF10N5O2PS2Sb2Tl", "method": "the ωB97M-V functional and the def2-TZVPD basis", "s_squared": 0.76, "multiplicity": 2, "e_above_lowest_kcal_mol": 0.00, "gap_ha": [0.28866, 0.22592], "elements": ["Tl", "F", "C", "C", "F", "C", "F", "C", "P", "C", "C", "C", "C", "C", "C", "C", "C", "C", "C", "C", "C", "C", "Br", "C", "F", "H", "H", "H", "H", "H", "H", "H", "H", "H", "H", "N", "C", "C", "C", "C", "C", "C", "S", "O", "O", "N", "C", "N", "C", "C", "C", "N", "H", "H", "H", "H", "H", "H", "H", "H", "H", "F", "Sb", "F", "F", "F", "F", "F", "S", "C", "C", "N", "C", "H", "H", "H", "C", "C", "Sb", "C", "C", "C", "C", "H", "H", "H", "H", "H", "H", "H", "H", "H", "H", "H", "H", "H", "H", "H"], "coordinates": [[-0.3040, 0.3257, -0.3547], [2.8219, 2.9123, -7.6996], [2.6720, 2.2229, -6.5444], [3.5315, 1.1833, -6.2205], [4.5258, 0.8479, -7.0871], [3.3665, 0.4930, -5.0260], [4.2587, -0.5105, -4.7768], [2.3614, 0.7785, -4.1173], [2.1549, -0.0314, -2.4883], [3.7347, 0.5159, -1.8022], [3.7251, 1.7288, -1.0900], [4.8963, 2.2376, -0.5382], [6.1040, 1.5504, -0.6978], [6.1165, 0.3491, -1.3925], [4.9424, -0.1748, -1.9521], [2.3974, -1.7488, -2.9535], [3.0251, -2.6548, -2.0632], [3.1079, -4.0103, -2.4105], [2.5856, -4.4807, -3.6266], [1.9530, -3.5824, -4.4903], [1.8575, -2.2278, -4.1552], [1.5023, 1.8391, -4.4685], [0.0856, 2.3346, -3.3381], [1.6619, 2.5405, -5.6513], [0.8293, 3.5729, -5.9521], [2.7866, 2.2645, -0.9660], [4.8489, 3.1730, 0.0061], [7.0316, 1.9545, -0.3001], [7.0327, -0.2092, -1.5142], [4.9944, -1.0840, -2.5436], [3.4112, -2.2931, -1.1156], [3.5537, -4.7008, -1.7083], [2.6786, -5.5292, -3.8883], [1.5461, -3.9273, -5.4302], [1.3639, -1.5250, -4.8149], [-7.9125, -0.7815, 1.5799], [-6.6106, -0.9792, 1.9408], [-5.8758, 0.0454, 2.5985], [-4.5269, -0.1095, 2.8717], [-3.8729, -1.2998, 2.4820], [-4.5973, -2.3453, 1.8808], [-5.9392, -2.1788, 1.6003], [-2.1291, -1.4906, 2.7121], [-1.7049, -0.2585, 3.4255], [-1.8482, -2.7270, 3.4031], [-1.4767, -1.3313, 1.2731], [-1.4516, -2.3810, 0.3905], [-0.7370, -2.1551, -0.7398], [-0.6223, -3.2068, -1.5864], [-1.2226, -4.4373, -1.3421], [-2.0225, -4.5007, -0.2068], [-2.1465, -3.5050, 0.6544], [-8.4096, -0.0298, 2.0485], [-8.4720, -1.5997, 1.3627], [-6.3719, 0.9689, 2.8731], [-3.9846, 0.6712, 3.3881], [-4.0990, -3.2787, 1.6559], [-6.4818, -2.9841, 1.1068], [-0.0173, -3.0197, -2.4667], [-1.0892, -5.2730, -2.0092], [-2.5875, -5.3825, 0.0819], [2.0404, -0.9468, 0.2348], [2.8113, -0.9088, 2.0172], [3.5571, -0.7114, 3.7602], [3.0213, -2.7964, 1.9625], [4.5117, -0.6644, 1.1976], [1.0595, -1.0786, 2.7859], [2.5862, 1.0244, 1.9633], [-5.2711, 1.1927, -0.5248], [-5.1447, -0.4148, -1.1698], [-3.8264, -0.7195, -1.4272], [-2.9176, 0.3108, -1.1421], [-3.5720, 1.3771, -0.6500], [-5.9887, -1.0713, -1.3068], [-3.4258, -1.6444, -1.8239], [-3.0753, 2.3087, -0.3989], [-2.7235, 3.0451, 2.5825], [-1.7924, 2.6770, 3.7294], [-0.0707, 1.5738, 2.9142], [0.6462, 3.2761, 1.5743], [0.9946, 4.5374, 2.3645], [1.2306, 1.4033, 4.7138], [0.8112, 2.3002, 5.8620], [-3.6701, 3.4221, 2.9798], [-2.9903, 2.1883, 1.9537], [-2.2795, 3.7975, 1.9286], [-2.2075, 1.9744, 4.4436], [-1.3570, 3.5323, 4.2421], [-0.1713, 3.4421, 0.8645], [1.4941, 2.8143, 1.0801], [0.1470, 4.9479, 2.9111], [1.3655, 5.3078, 1.6870], [1.7601, 4.3763, 3.1182], [2.2162, 1.6100, 4.2947], [1.1682, 0.3394, 4.9316], [0.8540, 3.3589, 5.6156], [1.4671, 2.1373, 6.7158], [-0.2103, 2.1166, 6.2083]], "atomic_forces_ev_per_a": [[0.13, 0.34, 0.10], [-0.13, -0.61, 0.99], [0.19, 0.24, -0.52], [0.68, -0.20, -0.77], [-0.89, 0.29, 0.85], [0.87, -0.79, -0.03], [-0.75, 0.93, -0.35], [-0.49, 0.78, -0.60], [0.05, 0.14, -0.04], [0.75, 0.19, 0.47], [0.20, -0.43, -0.04], [0.01, -0.18, -0.27], [-0.35, 0.09, -0.05], [-0.56, -0.19, -0.24], [0.27, 0.60, 0.17], [0.42, -1.22, 0.14], [-0.59, -0.17, -0.81], [-0.33, 0.41, -0.21], [0.04, 0.66, 0.35], [0.20, 0.20, 0.34], [0.21, -0.40, 0.48], [0.41, -0.43, -0.11], [-0.21, 0.24, -0.04], [-0.67, 0.87, -0.15], [0.66, -0.79, 0.11], [0.07, -0.04, 0.03], [0.12, -0.03, 0.01], [-0.20, -0.07, 0.04], [0.13, 0.04, 0.00], [-0.03, 0.12, 0.26], [-0.02, -0.18, -0.13], [0.10, -0.04, -0.03], [-0.05, 0.10, 0.02], [-0.03, -0.03, -0.05], [-0.04, -0.12, -0.16], [-1.00, 0.22, -0.13], [1.59, -0.08, 0.35], [-0.31, -0.74, -0.30], [0.12, -0.98, -0.47], [-0.60, 0.21, 0.17], [0.08, 0.57, 0.48], [-0.38, 0.52, 0.24], [0.57, -0.01, 0.68], [-0.27, -0.18, -0.12], [-0.31, 0.73, -0.46], [0.15, -0.78, -0.81], [-0.31, 0.55, 0.74], [-0.29, -1.27, -0.25], [-0.08, 0.61, 0.65], [0.09, 0.52, -0.05], [0.09, 0.04, 0.38], [0.41, 0.01, -0.59], [0.13, -0.41, -0.20], [0.20, 0.36, 0.17], [-0.07, -0.02, 0.02], [0.06, -0.09, -0.07], [-0.01, 0.18, 0.00], [-0.01, 0.15, 0.12], [-0.03, -0.11, -0.02], [-0.02, -0.02, -0.05], [0.08, -0.15, -0.33], [0.08, -0.07, 0.79], [0.77, -0.07, -0.11], [-0.32, -0.16, -0.62], [-0.13, 0.70, 0.06], [-0.57, -0.17, 0.33], [0.71, 0.18, -0.36], [-0.13, -0.76, 0.03], [0.49, -0.73, -0.47], [1.16, 0.14, 0.00], [-0.08, 1.49, 0.51], [-1.96, 0.86, 0.53], [0.61, -1.76, -1.01], [-0.09, 0.18, 0.09], [-0.19, 0.04, 0.07], [-0.06, -0.19, 0.03], [-0.34, -0.05, 0.22], [1.07, -0.78, -0.72], [-0.20, 1.18, 0.69], [-0.23, -0.34, 0.76], [-0.08, -0.25, 0.01], [-0.57, 0.00, -1.07], [-0.27, 0.05, 0.05], [0.02, 0.22, -0.14], [0.17, -0.04, 0.18], [-0.05, 0.10, 0.08], [-0.25, 0.10, 0.11], [-0.22, 0.14, 0.07], [0.15, -0.12, 0.11], [0.06, 0.13, -0.12], [-0.23, 0.03, -0.16], [-0.01, 0.09, -0.03], [0.27, -0.21, -0.02], [-0.02, 0.02, 0.24], [0.05, 0.02, 0.12], [0.14, 0.11, -0.12], [0.11, -0.03, 0.06], [0.10, -0.18, -0.11]]}

***

Record 3
{"formula": "C3H6S2", "method": "the ωB97M-V functional and the def2-TZVPD basis", "e_above_lowest_kcal_mol": 132.48, "gap_ha": 0.25112, "elements": ["C", "C", "C", "H", "H", "H", "H", "H", "H", "S", "S"], "coordinates": [[-0.2251, 1.1485, -0.0793], [0.4529, -0.1887, 0.2611], [-0.5974, -1.3306, 0.0612], [-0.2700, 1.3203, -1.0281], [0.2692, 2.0980, 0.5235], [-1.6347, 0.8880, 0.1382], [0.2231, -0.2872, 1.5935], [2.0776, -0.1253, -1.6374], [-0.2864, -2.1882, 0.7883], [2.0477, -0.6840, -0.2690], [-2.0568, -0.6509, -0.3520]], "atomic_forces_ev_per_a": [[0.55, 1.42, 8.12], [-4.08, -0.19, 3.10], [-0.38, 2.26, 2.09], [-0.30, 1.20, -5.89], [-1.05, -2.51, -1.66], [4.45, 1.68, -0.02], [1.62, 0.38, -3.51], [-0.42, -0.86, 2.41], [-1.14, 0.71, -2.13], [1.48, 0.93, -1.97], [-0.72, -5.01, -0.56]]}

***

Record 4
{"formula": "C8H13N5", "method": "the ωB97M-V functional and the def2-TZVPD basis", "smiles": "C[C@@H]1[NH2+][C@@]23N=C2C=NN3C(=[NH2+])[C@@H]1C", "charge": 2, "e_above_lowest_kcal_mol": 122.66, "gap_ha": 0.34523, "elements": ["C", "C", "N", "C", "N", "C", "C", "N", "N", "C", "N", "C", "C", "H", "H", "H", "H", "H", "H", "H", "H", "H", "H", "H", "H", "H"], "coordinates": [[0.9173, 1.6461, 1.0714], [0.9116, 1.1769, -0.3284], [-0.4381, 1.5184, -1.0234], [-1.4913, 0.7065, -0.3046], [-2.2436, 1.3936, 0.7804], [-2.9359, 0.7809, -0.0868], [-3.5047, -0.5677, -0.1386], [-2.5390, -1.4349, -0.1197], [-1.2825, -0.7431, -0.0840], [-0.0237, -1.2391, 0.0540], [0.0863, -2.4311, 0.5372], [1.0468, -0.3038, -0.4826], [2.4659, -0.9263, -0.0506], [1.7441, 1.2032, 1.6774], [-0.0339, 1.3776, 1.5082], [1.2392, 2.7144, 1.3204], [1.5876, 1.7717, -0.9695], [-0.6365, 2.5177, -0.9367], [-0.2867, 1.3763, -2.0582], [-4.5426, -0.9489, -0.0663], [0.9768, -2.9195, 0.5816], [-0.8709, -2.9153, 0.6865], [1.0315, -0.6076, -1.6035], [2.7575, -1.2318, 1.0266], [3.2669, -0.1836, -0.2833], [2.7978, -1.7306, -0.7074]], "atomic_forces_ev_per_a": [[1.52, 1.28, 2.23], [-0.03, 1.30, -1.11], [-0.38, -1.00, -0.44], [-0.84, -0.27, -0.41], [-0.03, 0.05, 0.42], [1.19, -0.20, -0.43], [-0.65, -1.55, 0.03], [0.85, 1.35, 0.68], [0.08, 2.14, -0.81], [-1.76, 0.91, -0.03], [-1.63, -0.79, -0.27], [2.68, -3.91, -1.01], [1.60, 1.23, 0.61], [-0.70, -0.55, -0.68], [0.02, 0.25, 0.72], [-1.22, -0.96, -1.10], [0.33, -0.88, 0.34], [-0.25, 0.10, 0.40], [-0.67, -0.32, 1.03], [0.71, 0.57, -0.40], [-0.25, -0.08, 0.13], [2.33, 0.46, -0.07], [-0.15, 0.69, 1.46], [-1.38, 0.61, -1.46], [-0.72, -0.17, 0.17], [-0.62, -0.27, -0.02]]}

***

Record 5
{"formula": "C3H4O3", "method": "the ωB97M-V functional and the def2-TZVPD basis", "smiles": "O=CC(=O)CO", "e_above_lowest_kcal_mol": 69.59, "gap_ha": 0.33099, "elements": ["O", "C", "C", "O", "C", "O", "H", "H", "H", "H"], "coordinates": [[1.8694, -0.4131, 0.3155], [1.2146, 0.4690, -0.1838], [-0.4108, 0.7219, 0.1066], [-0.8217, 1.8091, -0.1476], [-1.1872, -0.6903, 0.4103], [-0.6310, -1.5748, -0.5045], [1.7417, 1.2853, -0.6569], [-0.9116, -0.7720, 1.4622], [-2.3567, -0.5795, 0.4137], [0.4928, -1.5066, -0.5251]], "atomic_forces_ev_per_a": [[-0.53, -0.18, -0.36], [-0.85, 0.14, 1.82], [0.21, -1.81, -1.64], [-0.04, -0.02, 0.52], [0.16, 3.30, 0.50], [3.60, -0.45, -0.35], [-0.12, 0.75, -0.69], [0.07, -1.07, 0.24], [2.37, -0.34, -0.71], [-4.87, -0.33, 0.68]]}

***

Record 6
{"formula": "Cl2H2NP", "method": "the ωB97M-V functional and the def2-TZVPD basis", "s_squared": 2.01, "multiplicity": 3, "e_above_lowest_kcal_mol": 65.25, "gap_ha": [0.26590, 0.25694], "elements": ["N", "P", "Cl", "Cl", "H", "H"], "coordinates": [[-0.1260, 2.3271, 0.2704], [0.4642, 0.8466, 0.3784], [-1.7539, 2.7904, -0.0238], [-0.9380, -0.5549, 0.0660], [1.1916, -3.0604, -0.3302], [1.1620, -2.3488, -0.3609]], "atomic_forces_ev_per_a": [[-4.17, 5.82, -0.89], [2.97, -4.71, 0.69], [1.99, -0.81, 0.42], [-0.88, -0.20, -0.19], [0.10, -1.17, 0.04], [-0.01, 1.07, -0.06]]}

***

| no. | electronic energy (eV) |
| --- | --- |
| 1 | -50168.442 |
| 2 | -196462.329 |
| 3 | -24872.964 |
| 4 | -15935.429 |
| 5 | -9315.683 |
| 6 | -35851.491 |